[1]
Computed, not measured: a structure of composition C26H52Cl10O7, with the ωB97M-V functional and the def2-TZVPD basis.

Output
LUMO level in Ha: 0.0032
F_max in eV Å⁻¹: 16.06
Orbital gap in eV: 8.878
Calculated total energy in eV: -167325.4983

ORCA input file:
```
! wB97M-V def2-TZVPD RIJCOSX def2/J DEFGRID3
* xyz 0 1
C 0.0604 4.2184 -0.9164
Cl -0.8023 2.8586 -1.6244
Cl 0.9608 3.7029 0.5337
H 0.6473 4.7283 -1.6805
H -0.7180 4.9001 -0.5739
C 2.9183 2.5730 3.3793
Cl 4.4353 1.8548 4.1337
Cl 2.8208 2.1924 1.5804
H 2.0337 2.1611 3.8649
H 2.9769 3.6536 3.5094
C 3.2978 2.7159 -1.2816
Cl 4.8616 3.3260 -0.5818
Cl 2.2289 4.0062 -1.9451
H 3.5372 2.0770 -2.1316
H 2.8258 2.1434 -0.4831
C -3.3381 1.1319 2.6056
Cl -5.0501 1.2914 2.4157
Cl -2.6695 -0.2400 1.6948
H -2.8785 2.0417 2.2194
H -3.0421 1.0875 3.6537
C -0.2744 -0.3706 3.3246
Cl -1.4340 0.1366 4.5790
Cl 0.6891 -1.7266 3.9195
H -0.8465 -0.6993 2.4570
H 0.3975 0.4648 3.1274
C -2.0889 -2.0089 -2.0452
C -2.5539 -0.6786 -1.5363
O -2.1872 0.3781 -1.9837
C -3.5082 -0.7642 -0.3700
H -1.2917 -1.8719 -2.7758
H -2.8391 -2.5680 -2.6043
H -1.4945 -2.5753 -1.3283
H -3.0443 -1.1575 0.5346
H -4.3377 -1.4378 -0.5850
H -3.8566 0.2383 -0.1219
C 3.0365 -2.8881 2.7623
C 3.4395 -2.3545 1.3714
O 3.5860 -3.0532 0.3979
C 3.3192 -0.8471 1.2026
H 2.8303 -3.9575 2.7171
H 2.1674 -2.3547 3.1472
H 3.9181 -2.7753 3.3933
H 2.3320 -0.6173 0.8018
H 4.0595 -0.5347 0.4660
H 3.6061 -0.4224 2.1646
C -2.4428 2.2526 -0.1121
C -3.8093 2.8885 -0.2688
O -3.9583 4.0455 0.0796
C -4.9219 2.0597 -0.9447
H -1.7260 3.0208 0.1779
H -2.1783 1.7388 -1.0364
H -2.3493 1.5164 0.6862
H -4.5515 1.5732 -1.8471
H -5.7071 2.7368 -1.2810
H -5.3146 1.3716 -0.1961
C 0.0555 0.2162 -2.5197
C 1.1870 1.1536 -2.7980
O 2.2178 1.0897 -2.0972
C 1.0556 2.0508 -4.0454
H -0.8361 0.7411 -2.1767
H 0.3452 -0.4939 -1.7452
H -0.2350 -0.3142 -3.4265
H 1.7647 2.8718 -3.9399
H 0.0337 2.4297 -4.0615
H 1.2702 1.4684 -4.9414
C 2.1187 -1.1158 -1.4729
C 0.9873 -2.1056 -1.2973
O -0.1842 -1.7843 -1.1721
C 1.2414 -3.5541 -1.5883
H 2.9171 -1.5641 -0.8815
H 1.8515 -0.1439 -1.0580
H 2.4471 -0.9081 -2.4913
H 0.3514 -4.0514 -1.9741
H 1.7451 -4.0103 -0.7361
H 1.9784 -3.5952 -2.3903
C 1.4578 1.0674 0.1816
C 0.5132 0.0912 0.7567
O 0.8519 -0.6863 1.6640
C -0.8917 0.0810 0.2704
H 2.4554 1.0551 0.6207
H 1.0322 2.0691 0.2419
H 1.5302 0.8793 -0.8896
H -1.2965 1.0824 0.4169
H -1.4907 -0.5508 0.9262
H -0.9410 -0.2453 -0.7685
C -1.2451 -4.2107 -0.2498
C -1.3006 -3.0736 0.8093
O -2.3109 -2.4947 1.2164
C 0.0366 -2.8268 1.4875
H -0.3932 -4.0852 -0.9181
H -2.1804 -4.2446 -0.8086
H -1.1094 -5.1852 0.2192
H 0.8395 -3.3477 0.9658
H 0.0610 -3.1681 2.5224
H 0.2984 -1.7688 1.5029
*
```


[2]
Computed, not measured: an isolated molecule of C4H9NO2, with the ωB97M-V functional and the def2-TZVPD basis.

Output
SMILES string: NC(=O)CCCO
Energy relative to the best compared isomer or geometry (same formula, charge and spin) in kcal per mole: 13.1
LUMO level in Ha: 0.0209
F_max in eV Å⁻¹: 0.40
Orbital gap in eV: 9.984
Calculated total energy in eV: -9879.4919

ORCA input file:
```
! wB97M-V def2-TZVPD RIJCOSX def2/J DEFGRID3
* xyz 0 1
N 1.6815 0.4004 1.0195
C 1.2627 -0.8973 0.9666
O 1.6008 -1.7409 1.7811
C 0.3296 -1.2257 -0.1951
C -1.0265 -0.4968 -0.1084
C -1.1492 0.7795 -0.9268
O -0.4073 1.8287 -0.3133
H 2.1029 0.6905 1.8899
H 1.1780 1.1016 0.4846
H 0.8281 -1.0000 -1.1483
H 0.1786 -2.3066 -0.1527
H -1.8190 -1.1700 -0.4541
H -1.2583 -0.2608 0.9377
H -0.7821 0.6013 -1.9490
H -2.2072 1.0679 -0.9894
H -0.5125 2.6283 -0.8423
*
```


Question: Among the records above, which one has the lowest calculated total energy?
Answer: C26H52Cl10O7